The following is a DFT calculation (wB97M-V/def2-TZVPD) of C46H26Cl2F9N5O6PTi as an isolated structure at a distorted geometry.

Element x y z (Å)
Ti (-0.04, 0.18, 2.02)
Cl (-1.16, 2.32, 7.93)
C (-1.03, 2.28, 6.21)
C (-0.03, 1.52, 5.64)
C (0.12, 1.48, 4.25)
N (1.08, 0.67, 3.58)
C (2.31, 0.50, 4.15)
O (2.71, 1.13, 5.12)
C (3.20, -0.54, 3.54)
C (4.51, -0.67, 3.99)
C (5.30, -1.66, 3.43)
C (4.76, -2.48, 2.45)
C (3.44, -2.27, 2.07)
N (2.68, -1.32, 2.60)
C (-0.78, 2.18, 3.45)
C (-1.79, 2.94, 4.03)
C (-1.91, 3.01, 5.40)
Cl (-3.17, 3.99, 6.08)
N (-0.68, 2.08, 2.02)
C (-0.48, 3.30, 1.39)
O (0.22, 4.18, 1.83)
C (-1.28, 3.55, 0.13)
C (-1.00, 4.68, -0.63)
C (-1.80, 4.95, -1.73)
C (-2.86, 4.10, -2.01)
C (-3.06, 3.00, -1.18)
N (-2.29, 2.72, -0.14)
H (0.66, 0.99, 6.28)
H (4.87, 0.00, 4.76)
H (6.32, -1.79, 3.75)
H (5.34, -3.26, 1.98)
H (2.98, -2.89, 1.30)
H (-2.48, 3.49, 3.40)
H (-0.17, 5.32, -0.34)
H (-1.59, 5.81, -2.35)
H (-3.51, 4.28, -2.85)
H (-3.88, 2.32, -1.37)
O (-1.38, -0.75, 2.89)
C (-1.72, -1.99, 2.83)
C (-1.15, -2.90, 1.90)
C (-1.64, -4.22, 1.86)
C (-1.12, -5.09, 0.94)
C (-0.11, -4.73, 0.04)
C (0.38, -3.45, 0.07)
C (-0.14, -2.52, 0.99)
O (0.30, -1.28, 0.96)
N (-1.67, -6.46, 0.89)
O (-1.33, -7.16, -0.04)
O (-2.43, -6.79, 1.77)
H (-2.48, -2.32, 3.53)
H (-2.42, -4.54, 2.52)
H (0.26, -5.47, -0.66)
H (1.15, -3.12, -0.61)
F (-0.73, 3.88, -7.07)
C (-0.79, 4.53, -5.89)
F (-1.99, 5.14, -5.84)
F (0.14, 5.49, -5.92)
C (-0.60, 3.59, -4.73)
C (0.46, 3.75, -3.85)
C (0.60, 2.88, -2.79)
C (-0.31, 1.85, -2.59)
C (-1.37, 1.70, -3.48)
C (-1.51, 2.57, -4.55)
P (-0.04, 0.77, -1.14)
C (-1.35, -0.50, -1.27)
C (-1.33, -1.59, -2.13)
C (-2.30, -2.58, -2.05)
C (-3.31, -2.48, -1.10)
C (-3.37, -1.37, -0.27)
C (-2.40, -0.39, -0.35)
C (-4.35, -3.56, -0.95)
F (-4.07, -4.64, -1.68)
F (-5.56, -3.12, -1.32)
F (-4.45, -3.95, 0.33)
C (1.51, -0.06, -1.69)
C (1.71, -0.57, -2.97)
C (2.92, -1.16, -3.32)
C (3.94, -1.23, -2.39)
C (3.79, -0.67, -1.13)
C (2.57, -0.09, -0.80)
C (5.26, -1.86, -2.76)
F (5.11, -2.83, -3.67)
F (6.11, -0.96, -3.29)
F (5.87, -2.40, -1.69)
H (1.18, 4.55, -4.00)
H (1.43, 3.01, -2.10)
H (-2.10, 0.91, -3.33)
H (-2.34, 2.45, -5.24)
H (-0.53, -1.71, -2.85)
H (-2.26, -3.45, -2.70)
H (-4.17, -1.28, 0.46)
H (-2.45, 0.48, 0.29)
H (0.94, -0.48, -3.73)
H (3.06, -1.57, -4.31)
H (4.59, -0.70, -0.41)
H (2.48, 0.34, 0.19)

Summary:
**Electronic energy**: -149768.7945 eV
**Orbital gap (spin up / spin down)**: 6.3 / 6.7 eV
**LUMO level (spin up / spin down)**: -1.44 / -1.61 eV
**HOMO (spin up / spin down)**: -0.2830 / -0.3040 hartree
**Total charge**: 0
**Multiplicity**: 2
**Relative energy (zero: lowest compared OMol25 entry of this formula, charge and spin)**: 39.64 kcal/mol
**<S²>**: 0.77

Mulliken population analysis, charges in e, atoms 1 to 2:
1. Ti -1.100
2. Cl -0.213



The following is a DFT calculation (wB97M-V/def2-TZVPD) of a 13-piece molecular cluster, C30H90N16O17 overall at a distorted geometry.

Element x y z (Å)
C (-9.65, 2.79, -2.49)
O (-9.30, 2.76, -1.05)
C (-7.86, 2.44, -0.93)
C (-7.37, 2.31, 0.54)
N (-7.35, 0.89, 1.01)
C (-6.10, 0.28, 0.56)
C (-5.91, -1.08, 1.06)
O (-6.15, -1.19, 2.43)
C (-6.12, -2.61, 2.92)
H (-9.25, 1.98, -3.09)
H (-9.59, 3.78, -2.95)
H (-10.72, 2.62, -2.63)
H (-7.42, 3.33, -1.37)
H (-7.45, 1.70, -1.61)
H (-8.11, 2.77, 1.20)
H (-6.47, 2.87, 0.80)
H (-7.46, 0.94, 2.01)
H (-5.32, 0.97, 0.87)
H (-5.89, 0.40, -0.50)
H (-4.84, -1.22, 0.88)
H (-6.45, -1.75, 0.39)
H (-7.09, -3.12, 2.83)
H (-5.97, -2.72, 3.99)
H (-5.38, -3.21, 2.38)
C (2.46, 0.82, -0.34)
O (1.29, 0.34, 0.32)
C (0.10, 0.78, -0.23)
C (-0.87, -0.39, -0.23)
N (-0.54, -1.19, -1.40)
C (-0.99, -2.61, -1.46)
C (-1.28, -3.27, -0.12)
O (-2.33, -2.66, 0.67)
C (-2.28, -3.06, 2.00)
H (2.49, 0.44, -1.36)
H (3.36, 0.42, 0.12)
H (2.59, 1.87, -0.07)
H (0.12, 1.34, -1.16)
H (-0.31, 1.54, 0.44)
H (-1.85, 0.07, -0.28)
H (-0.83, -0.75, 0.80)
H (0.46, -1.25, -1.52)
H (-0.12, -3.04, -1.97)
H (-1.91, -2.67, -2.04)
H (-0.34, -3.37, 0.43)
H (-1.52, -4.32, -0.29)
H (-3.15, -2.57, 2.44)
H (-1.47, -2.62, 2.57)
H (-2.41, -4.13, 2.19)
C (-0.36, 4.62, 1.86)
O (-0.52, 4.21, 0.54)
C (-0.94, 5.28, -0.37)
C (0.29, 5.88, -1.06)
N (0.76, 5.16, -2.25)
C (1.53, 3.88, -1.99)
C (1.94, 3.09, -3.28)
O (2.46, 4.02, -4.18)
C (3.07, 3.34, -5.28)
H (-0.89, 5.46, 2.30)
H (0.73, 4.71, 1.96)
H (-0.76, 3.82, 2.48)
H (-1.49, 6.03, 0.19)
H (-1.62, 4.94, -1.15)
H (1.11, 6.02, -0.36)
H (0.07, 6.88, -1.43)
H (1.46, 5.72, -2.71)
H (1.01, 3.25, -1.27)
H (2.46, 4.32, -1.62)
H (0.99, 2.65, -3.61)
H (2.67, 2.35, -2.94)
H (2.51, 3.41, -6.21)
H (3.42, 2.31, -5.16)
H (4.01, 3.90, -5.31)
C (2.13, 2.04, 5.99)
O (2.65, 1.96, 4.73)
C (2.83, 3.10, 3.98)
C (3.26, 2.76, 2.60)
N (4.69, 2.68, 2.23)
C (5.37, 1.59, 2.96)
C (6.76, 1.26, 2.43)
O (7.81, 2.04, 2.93)
C (9.03, 1.80, 2.32)
H (2.90, 2.44, 6.64)
H (1.88, 1.07, 6.40)
H (1.31, 2.77, 6.07)
H (3.60, 3.71, 4.46)
H (1.88, 3.63, 3.90)
H (2.79, 3.38, 1.85)
H (2.83, 1.77, 2.42)
H (5.14, 3.54, 2.51)
H (4.72, 0.79, 2.61)
H (5.27, 1.53, 4.05)
H (6.72, 1.16, 1.35)
H (6.87, 0.25, 2.81)
H (9.46, 0.81, 2.50)
H (9.76, 2.49, 2.75)
H (9.09, 2.03, 1.25)
C (1.90, -2.20, 2.88)
O (2.34, -3.02, 3.66)
N (1.40, -0.99, 3.15)
N (1.96, -2.34, 1.58)
H (1.50, -0.74, 4.12)
H (0.94, -0.41, 2.45)
H (2.16, -3.25, 1.19)
H (1.76, -1.53, 1.02)
C (-0.86, -7.84, 2.79)
O (-1.64, -7.94, 1.86)
N (-0.56, -6.66, 3.34)
N (-0.23, -8.72, 3.50)
H (-0.85, -5.81, 2.86)
H (0.25, -6.59, 3.93)
H (0.37, -8.40, 4.24)
H (-0.33, -9.68, 3.19)
C (2.12, -4.41, -1.74)
O (2.13, -3.43, -1.07)
N (2.36, -5.60, -1.29)
N (1.91, -4.42, -3.03)
H (2.51, -5.63, -0.30)
H (2.54, -6.46, -1.79)
H (1.83, -3.48, -3.40)
H (2.14, -5.16, -3.67)
C (5.86, 1.84, -2.23)
O (5.23, 1.13, -3.02)
N (7.02, 2.38, -2.57)
N (5.64, 2.02, -0.96)
H (7.49, 2.93, -1.87)
H (7.27, 2.18, -3.53)
H (6.26, 2.73, -0.60)
H (4.83, 1.78, -0.41)
C (-5.44, -4.59, -1.00)
O (-6.23, -3.76, -1.14)
N (-4.34, -4.66, -1.61)
N (-5.60, -5.60, -0.17)
H (-3.64, -5.38, -1.47)
H (-4.22, -3.81, -2.15)
H (-4.81, -6.23, -0.16)
H (-6.52, -5.73, 0.22)
C (3.08, -1.35, -4.78)
O (2.48, -2.32, -5.29)
N (3.26, -0.24, -5.46)
N (3.40, -1.37, -3.49)
H (3.58, 0.55, -4.91)
H (3.05, -0.15, -6.44)
H (3.98, -0.59, -3.22)
H (3.11, -2.15, -2.92)
O (-4.08, -2.37, -3.89)
H (-4.52, -1.68, -3.39)
H (-3.63, -1.91, -4.60)
O (-0.97, 0.32, -3.91)
H (-0.21, -0.19, -4.18)
H (-1.11, 0.09, -2.99)
O (-3.01, 2.99, 1.55)
H (-2.64, 2.95, 2.43)
H (-2.32, 3.39, 1.02)

Summary:
**Electronic energy**: -91214.1723 eV
**Orbital gap**: 8.0 eV
**LUMO level**: 0.07 eV
**HOMO**: -0.2925 hartree
**Total charge**: 0

Mulliken population analysis, charges in e, atoms 1 to 2:
1. C -0.746
2. O -0.362



The following is a DFT calculation (wB97M-V/def2-TZVPD) of C5H8O as an isolated structure at a distorted geometry.

Element x y z (Å)
C (-0.26, 1.77, -0.73)
C (1.00, 1.11, -1.14)
C (0.32, 0.63, 0.11)
C (-0.61, -0.51, 0.09)
C (-0.46, -2.23, 1.08)
O (-0.91, -0.90, 1.37)
H (-1.17, 1.54, -1.29)
H (-0.23, 2.76, -0.29)
H (1.93, 1.65, -1.00)
H (0.97, 0.44, -1.99)
H (0.74, 0.91, 1.08)
H (-0.68, -1.83, -0.27)
H (-1.18, -2.96, 1.44)
H (0.53, -2.37, 1.54)

Summary:
**Electronic energy**: -7356.2529 eV
**Orbital gap**: 8.7 eV
**LUMO level**: 0.79 eV
**HOMO**: -0.2913 hartree
**Total charge**: 0
**Relative energy (zero: lowest compared OMol25 entry of this formula, charge and spin)**: 138.42 kcal/mol

Mulliken population analysis, charges in e, atoms 1 to 2:
1. C -0.559
2. C -0.601



The following is a DFT calculation (wB97M-V/def2-TZVPD) of one molecule with the formula C4H11PS at a distorted geometry.

Element x y z (Å)
C (0.16, 0.88, -2.41)
C (0.52, -0.05, -1.25)
C (-0.41, 0.22, -0.09)
C (-0.40, -0.88, 1.17)
P (-1.34, -0.17, 2.60)
S (1.31, -1.39, 1.56)
H (-0.81, 0.62, -2.82)
H (0.90, 0.82, -3.20)
H (0.11, 1.91, -2.06)
H (1.55, 0.12, -0.95)
H (0.43, -1.09, -1.58)
H (-1.45, 0.22, -0.43)
H (-0.20, 1.20, 0.35)
H (-0.89, -1.80, 0.82)
H (-0.32, 0.70, 3.00)
H (-0.92, -1.14, 3.51)
H (1.77, -0.15, 1.78)

Summary:
**Electronic energy**: -24449.6998 eV
**Orbital gap**: 9.5 eV
**LUMO level**: 0.91 eV
**HOMO**: -0.3168 hartree
**Total charge**: 0
**Relative energy (zero: lowest compared OMol25 entry of this formula, charge and spin)**: 15.48 kcal/mol
**SMILES string**: CCC[C@H](P)S

Mulliken population analysis, charges in e, atoms 1 to 2:
1. C -1.298
2. C -0.273



The following is a DFT calculation (wB97M-V/def2-TZVPD) of one molecule with the formula C5H9I.

Element x y z (Å)
C (0.22, -0.40, -0.05)
C (-0.41, 0.56, -0.73)
C (0.83, -1.62, -0.67)
C (0.37, -0.33, 1.44)
C (-1.05, 1.77, -0.14)
I (-0.51, 0.51, -2.86)
H (1.88, -1.44, -0.90)
H (0.78, -2.46, 0.03)
H (0.32, -1.91, -1.59)
H (-0.47, -0.83, 1.93)
H (1.28, -0.83, 1.74)
H (0.41, 0.70, 1.80)
H (-0.35, 2.61, -0.14)
H (-1.92, 2.07, -0.73)
H (-1.38, 1.59, 0.87)

Summary:
**Electronic energy**: -13431.1921 eV
**Orbital gap**: 9.3 eV
**LUMO level**: 0.71 eV
**HOMO**: -0.3170 hartree
**Total charge**: 0
**Relative energy (zero: lowest compared OMol25 entry of this formula, charge and spin)**: 0.00 kcal/mol
**SMILES string**: CC(C)=C(C)I

Mulliken population analysis, charges in e, atoms 1 to 2:
1. C 1.054
2. C 0.049



The following is a DFT calculation (wB97M-V/def2-TZVPD) of H4NO2SSi as an isolated structure at a distorted geometry.

Element x y z (Å)
N (-2.59, 0.72, 0.28)
O (3.58, -0.56, -0.28)
O (1.23, 0.18, 0.13)
Si (-1.64, -0.14, -0.67)
S (2.74, 0.47, 0.40)
H (2.69, -0.07, 2.08)
H (-3.17, 0.43, 1.07)
H (-1.35, -1.66, -1.11)
H (-1.51, 0.63, -1.89)

Summary:
**Electronic energy**: -24361.1494 eV
**Orbital gap**: 7.2 eV
**LUMO level**: 3.48 eV
**HOMO**: -0.1352 hartree
**Total charge**: -1
**Relative energy (zero: lowest compared OMol25 entry of this formula, charge and spin)**: 73.89 kcal/mol

Mulliken population analysis, charges in e, atoms 1 to 2:
1. N -0.447
2. O -0.543